[1]
108
Properties=species:S:1:pos:R:3 method="wB97M-V/def2-TZVPD" e_above_lowest_kj_mol=0.00 total_charge=+1 energy_ev=-94883.271 spin_multiplicity=4
V -0.201 -1.264 0.299
C 4.283 4.340 -0.526
C 4.414 3.605 0.815
C 5.900 3.482 1.151
C 3.736 4.435 1.915
C 3.726 2.243 0.721
C 2.391 2.185 0.360
C 1.731 0.957 0.273
N 0.405 0.721 -0.030
C -0.591 1.589 -0.298
C -0.506 2.947 -0.694
C -1.640 3.702 -0.805
C -2.892 3.094 -0.521
C -3.055 1.763 -0.205
C -1.879 0.979 -0.148
O -1.891 -0.311 0.106
C -4.424 1.136 0.053
C -4.456 0.542 1.469
C -5.549 2.167 -0.043
C -4.704 0.040 -0.987
C -1.617 5.168 -1.225
C -0.197 5.665 -1.496
C -2.222 6.025 -0.104
C -2.445 5.341 -2.506
C 2.419 -0.239 0.602
O 1.699 -1.376 0.525
C 3.761 -0.205 0.992
C 4.379 1.045 1.017
C 4.524 -1.479 1.351
C 5.950 -1.194 1.833
C 3.808 -2.240 2.477
C 4.619 -2.362 0.098
H 4.800 5.300 -0.481
H 3.240 4.539 -0.780
H 4.722 3.754 -1.336
H 6.347 4.476 1.182
H 6.438 2.901 0.399
H 6.061 3.020 2.126
H 4.198 5.422 1.982
H 3.832 3.946 2.885
H 2.673 4.576 1.713
H 1.856 3.103 0.193
H 0.449 3.368 -0.953
H -3.771 3.718 -0.584
H -4.303 1.322 2.217
H -3.683 -0.213 1.607
H -5.431 0.086 1.657
H -5.426 2.972 0.684
H -6.501 1.677 0.166
H -5.617 2.605 -1.041
H -3.927 -0.722 -0.985
H -4.759 0.468 -1.990
H -5.666 -0.433 -0.772
H 0.432 5.592 -0.606
H -0.230 6.715 -1.789
H 0.279 5.111 -2.308
H -1.650 5.916 0.820
H -3.257 5.752 0.105
H -2.209 7.077 -0.391
H -2.047 4.723 -3.313
H -2.421 6.383 -2.830
H -3.490 5.067 -2.354
H 5.418 1.092 1.299
H 5.959 -0.537 2.703
H 6.569 -0.748 1.053
H 6.419 -2.135 2.123
H 3.762 -1.629 3.380
H 4.365 -3.148 2.716
H 2.792 -2.517 2.202
H 5.171 -1.850 -0.693
H 3.625 -2.605 -0.277
H 5.138 -3.294 0.328
C -6.253 -3.926 0.803
C -4.989 -3.758 -0.032
C -3.791 -3.431 0.857
S -2.265 -3.476 -0.089
O -1.209 -2.909 0.892
C -1.903 -5.253 -0.151
C -1.034 -5.791 0.983
C -1.748 -5.987 2.314
H -7.114 -4.122 0.167
H -6.461 -3.024 1.380
H -6.154 -4.756 1.504
H -5.121 -2.955 -0.759
H -4.805 -4.669 -0.608
H -3.712 -4.093 1.716
H -3.833 -2.398 1.210
H -1.418 -5.401 -1.118
H -2.878 -5.743 -0.201
H -0.180 -5.125 1.120
H -0.631 -6.744 0.634
H -1.951 -5.037 2.806
H -1.127 -6.570 2.993
H -2.692 -6.522 2.189
C 2.391 -1.521 -2.655
P 1.162 -2.748 -2.222
C 0.598 -3.479 -3.759
C 1.927 -4.069 -1.279
O -0.033 -2.151 -1.495
H 3.259 -1.989 -3.121
H 2.707 -0.981 -1.761
H 1.941 -0.817 -3.356
H 1.450 -3.845 -4.334
H 0.070 -2.725 -4.342
H -0.079 -4.310 -3.561
H 2.866 -4.373 -1.741
H 1.254 -4.928 -1.249
H 2.123 -3.723 -0.265

[2]
12
Properties=species:S:1:pos:R:3 method="wB97M-V/def2-TZVPD" e_above_lowest_kj_mol=194.59 total_charge=0 energy_ev=-29872.127 spin_multiplicity=1
C 0.129 0.824 -0.151
C 2.239 0.006 -0.047
C -0.526 -0.516 -0.408
N 1.400 1.016 -0.068
N -1.561 -0.536 0.672
O -0.697 1.891 -0.251
S 3.789 -0.225 0.086
S 0.728 -1.818 -0.353
H -0.956 -0.423 -1.363
H -1.250 -0.205 1.530
H -1.722 -1.599 0.773
H -1.572 1.584 -0.419

[3]
12
Properties=species:S:1:pos:R:3 method="wB97M-V/def2-TZVPD" e_above_lowest_kj_mol=328.76 total_charge=0 energy_ev=-17042.360 spin_multiplicity=1
C 1.025 -0.951 0.233
C 0.242 -0.069 -0.742
N 0.340 1.338 -0.515
O 1.812 -0.440 1.197
O 0.970 -2.163 0.175
P -1.735 -0.933 0.766
H 0.149 -0.390 -1.786
H 1.863 0.562 1.016
H 0.401 1.852 0.305
H -0.313 1.851 -1.093
H -2.727 -1.183 -0.268
H -2.027 0.528 0.711

[4]
113
Properties=species:S:1:pos:R:3 method="wB97M-V/def2-TZVPD" total_charge=+1 energy_ev=-54804.812 spin_multiplicity=2
C -2.898 1.749 2.965
C -2.350 2.678 1.937
C -2.747 4.043 2.417
O -3.086 3.899 3.876
C -2.944 2.572 4.358
H -2.342 0.816 3.055
H -3.950 1.524 2.789
H -2.750 2.431 0.954
H -1.270 2.607 1.811
H -3.680 4.305 1.918
H -2.020 4.825 2.193
H -3.803 2.276 4.961
H -2.091 2.321 4.988
C 5.797 -1.569 -0.203
C 6.363 -1.897 1.128
C 5.639 -0.898 2.053
O 5.549 0.275 1.339
C 5.486 -0.121 -0.034
H 4.802 -1.984 -0.365
H 6.484 -1.800 -1.017
H 7.451 -1.864 1.083
H 6.105 -2.899 1.471
H 6.192 -0.538 2.921
H 4.626 -1.228 2.285
H 6.297 0.504 -0.408
H 4.572 0.244 -0.502
C 0.364 -1.545 6.120
C 0.887 -1.437 4.727
C 0.011 -0.363 4.053
O -1.222 -0.323 4.757
C -1.127 -1.195 5.922
H 0.873 -0.854 6.793
H 0.413 -2.564 6.503
H 0.910 -2.362 4.151
H 1.878 -0.987 4.797
H -0.061 -0.632 2.999
H 0.449 0.616 4.242
H -1.606 -2.151 5.711
H -1.620 -0.743 6.783
C -0.659 5.108 -1.096
C -1.279 4.857 -2.457
C -0.115 4.445 -3.402
O 0.949 5.364 -2.895
C 0.648 5.772 -1.571
H -0.451 4.208 -0.518
H -1.293 5.804 -0.547
H -1.870 5.688 -2.845
H -1.974 4.033 -2.299
H -0.378 4.661 -4.437
H 0.156 3.398 -3.270
H 0.649 6.850 -1.411
H 1.387 5.406 -0.860
C -3.919 -1.407 -1.211
C -4.066 -0.994 -2.672
C -3.625 0.466 -2.542
O -4.057 0.948 -1.281
C -4.305 -0.202 -0.467
H -2.934 -1.664 -0.820
H -4.551 -2.225 -0.865
H -5.126 -1.047 -2.921
H -3.417 -1.637 -3.266
H -4.096 1.078 -3.310
H -2.550 0.633 -2.607
H -5.362 -0.118 -0.217
H -3.663 -0.130 0.411
C -0.474 -4.100 -2.399
C 0.947 -3.906 -1.835
C 1.728 -3.318 -2.997
O 0.750 -2.460 -3.617
C -0.612 -2.787 -3.208
H -1.208 -4.183 -1.597
H -0.611 -4.942 -3.077
H 1.461 -4.849 -1.650
H 0.943 -3.304 -0.926
H 2.107 -4.123 -3.627
H 2.546 -2.733 -2.577
H -1.235 -2.783 -4.103
H -0.975 -2.010 -2.535
C -3.474 -2.906 2.480
C -1.995 -2.502 2.533
C -1.283 -3.196 1.420
O -2.243 -4.023 0.821
C -3.343 -4.175 1.689
H -4.021 -2.133 1.940
H -4.037 -2.973 3.410
H -1.436 -2.652 3.457
H -1.890 -1.432 2.356
H -0.521 -3.911 1.729
H -0.907 -2.493 0.677
H -3.389 -5.029 2.364
H -4.192 -4.331 1.024
C 3.607 1.901 -4.583
C 2.551 1.089 -5.384
C 2.083 0.209 -4.279
O 2.038 1.113 -3.212
C 3.069 2.027 -3.152
H 3.806 2.888 -4.999
H 4.579 1.408 -4.586
H 2.910 0.529 -6.247
H 1.741 1.647 -5.853
H 2.856 -0.559 -4.239
H 1.108 -0.272 -4.347
H 3.852 1.666 -2.484
H 2.613 2.996 -2.947
C 0.061 0.860 -0.561
C 1.360 0.545 0.076
O 1.206 -0.641 0.824
H -0.237 -0.030 -1.116
H 0.075 1.685 -1.273
H -0.778 0.930 0.131
H 1.768 1.242 0.808
H 2.114 0.367 -0.690
H 1.305 -1.372 0.210